1.
DFT (wB97M-V/def2-TZVPD) results for a single C20H24N4O3 molecule.

Last column: Mulliken charge in e.
Atoms and positions in Å:
O  0.297  -0.739  -1.790  -0.67
O  -5.205  0.686  -4.476  -0.40
O  -0.825  0.614  3.269  -0.68
N  5.397  -0.646  3.897  -0.49
N  3.574  -0.989  2.538  0.10
N  1.179  0.453  2.264  0.08
N  5.620  -0.706  1.529  -0.45
C  -7.391  1.302  -5.154  -1.42
C  6.700  -0.479  4.000  -0.10
C  2.910  -0.946  1.260  -0.77
C  6.920  -0.538  1.661  -0.11
C  1.867  0.418  3.540  -0.89
C  -0.911  -0.796  0.245  -0.55
C  -1.880  -0.189  -3.421  -0.76
C  -0.170  0.558  2.245  0.63
C  7.541  -0.417  2.897  -0.63
C  -4.344  0.248  -2.239  -0.78
C  -4.211  0.365  -3.623  0.85
C  -0.793  -0.643  -1.260  0.78
C  2.080  0.341  1.137  -0.58
C  2.679  -0.875  3.664  -0.78
C  -0.841  0.607  0.881  -0.82
C  -2.957  0.136  -4.204  -0.43
C  -3.255  -0.086  -1.459  -0.53
C  -6.503  0.950  -3.972  -0.26
C  -2.003  -0.307  -2.030  0.20
C  4.897  -0.762  2.657  0.59
H  -6.466  1.787  -3.262  0.36
H  3.270  -0.871  4.578  0.46
H  -0.909  -0.361  -3.861  0.46
H  -8.400  1.510  -4.809  0.42
H  3.662  -0.986  0.474  0.41
H  1.549  0.328  0.189  0.37
H  -7.000  2.177  -5.665  0.33
H  2.543  1.278  3.607  0.29
H  -7.418  0.474  -5.857  0.33
H  2.251  -1.818  1.180  0.18
H  -1.826  -1.306  0.538  0.56
H  -2.867  0.227  -5.275  0.42
H  2.763  1.201  1.149  0.20
H  -0.307  1.298  0.226  0.43
H  8.604  -0.279  2.994  0.37
H  -1.845  1.001  1.033  0.48
H  7.480  -0.496  0.735  0.42
H  7.078  -0.388  5.011  0.42
H  2.001  -1.735  3.663  0.28
H  1.115  0.484  4.327  0.46
H  -5.297  0.417  -1.761  0.39
H  -3.399  -0.165  -0.393  0.30
H  -6.892  0.063  -3.454  0.36
H  -0.064  -1.399  0.579  0.17

Computed properties:
**Net charge**: 0
**Gap between HOMO and LUMO**: 8.5 eV
**Electronic energy**: -1221.29471 Eh
**Relative energy (zero: lowest compared OMol25 entry of this formula, charge and spin)**: 233.74 kJ/mol
**HOMO level**: -8.126 eV


2.
DFT (wB97M-V/def2-TZVPD) results for a single C20H24N4O3S molecule.

Last column: Mulliken charge in e.
Atoms and positions in Å:
S  2.886  -0.241  0.405  1.16
O  3.023  -0.408  -1.014  -0.67
O  3.907  0.490  1.108  -0.70
O  -4.365  -1.841  1.142  -0.08
N  0.054  2.288  -0.898  0.20
N  -3.139  -1.745  0.632  -0.45
N  1.386  0.406  0.709  0.54
N  -5.092  -0.741  0.977  -0.60
C  -0.402  -3.324  -0.316  -0.40
C  1.829  -2.694  0.338  0.50
C  1.482  -4.159  -1.539  -0.57
C  -2.004  0.128  -0.562  -0.34
C  2.742  -1.887  1.185  -1.40
C  -2.239  1.410  -0.979  0.28
C  -0.175  2.944  0.381  -1.28
C  2.336  -3.463  -0.703  -0.42
C  -4.320  0.115  0.334  1.04
C  -3.049  -0.535  0.109  0.61
C  2.424  2.929  -0.873  -0.08
C  1.100  2.988  -1.629  -1.15
C  -3.497  2.042  -0.751  -0.61
C  0.112  -4.092  -1.347  -0.65
C  1.270  1.392  1.760  -1.50
C  2.276  3.436  0.561  -1.24
C  -4.534  1.432  -0.114  -0.93
C  1.061  2.836  1.277  0.65
C  0.453  -2.625  0.519  0.01
C  -1.163  2.186  -1.690  -1.22
H  1.220  2.509  -2.603  0.49
H  -1.024  2.461  0.873  0.46
H  -5.482  1.916  0.053  0.42
H  1.887  -4.754  -2.344  0.38
H  0.047  -2.023  1.318  0.32
H  -1.467  -3.258  -0.157  0.48
H  -0.427  4.011  0.234  0.43
H  3.751  -2.285  1.229  0.56
H  2.185  1.337  2.354  0.64
H  -1.062  -0.367  -0.725  0.50
H  0.872  3.430  2.179  0.40
H  2.797  1.907  -0.875  -0.19
H  0.420  1.111  2.398  0.31
H  3.183  3.201  1.119  0.35
H  -0.903  1.665  -2.618  0.40
H  -3.621  3.055  -1.106  0.38
H  3.156  3.544  -1.399  0.52
H  2.157  4.523  0.544  0.48
H  3.403  -3.509  -0.858  0.38
H  0.908  0.714  -0.136  -0.07
H  -1.547  3.186  -1.961  0.36
H  0.812  4.043  -1.796  0.42
H  2.359  -1.697  2.183  0.40
H  -0.554  -4.636  -2.000  0.43

Computed properties:
**Net charge**: 0
**Gap between HOMO and LUMO**: 8.3 eV
**Electronic energy**: -1619.36941 Eh
**Relative energy (zero: lowest compared OMol25 entry of this formula, charge and spin)**: 449.99 kJ/mol
**HOMO level**: -9.079 eV


3.
DFT (wB97M-V/def2-TZVPD) results for a single C20H24N4O5S molecule.

Last column: Mulliken charge in e.
Atoms and positions in Å:
S  -0.301  -1.768  0.314  -0.23
O  -4.753  -0.946  0.915  -0.49
O  5.828  0.583  0.577  -0.26
O  -2.484  2.460  1.635  -0.69
O  2.957  -3.199  -0.495  -0.64
O  -3.040  -0.730  -0.665  -0.09
N  -1.382  0.569  1.036  0.18
N  0.601  0.636  -0.211  -0.22
N  2.853  -0.927  -0.306  0.23
N  4.516  0.607  0.232  -0.34
C  -4.051  -3.283  0.439  -0.79
C  -0.353  -0.012  0.363  0.58
C  2.349  -2.157  -0.568  0.64
C  0.894  -2.092  -1.024  -0.87
C  0.610  2.005  -0.160  0.05
C  -2.481  -0.204  1.572  -1.93
C  -0.428  2.708  0.474  0.33
C  -1.517  1.968  1.093  0.69
C  7.675  -0.946  0.977  -1.19
C  0.645  4.784  -0.068  -0.63
C  -3.410  0.971  -2.383  -1.18
C  5.231  -1.528  0.296  -0.15
C  1.677  2.708  -0.730  -0.53
C  -3.613  -0.247  0.523  0.35
C  -0.404  4.104  0.507  -0.64
C  6.260  -0.691  0.616  0.21
C  -3.759  -0.415  -1.847  -0.38
C  4.145  -0.642  0.064  0.45
C  1.686  4.083  -0.677  -0.54
C  -4.618  -2.268  1.425  -0.32
H  2.198  -0.133  -0.347  0.15
H  0.606  -3.067  -1.416  0.40
H  7.889  -2.007  0.892  0.31
H  -1.216  4.618  0.997  0.49
H  -3.942  1.149  -3.313  0.43
H  2.512  4.626  -1.110  0.42
H  -3.983  0.781  0.381  0.35
H  -2.340  1.041  -2.569  0.25
H  -4.835  -0.496  -1.655  0.36
H  -5.645  -2.536  1.688  0.39
H  -4.020  -2.259  2.346  0.26
H  7.866  -0.619  1.998  0.30
H  5.216  -2.593  0.228  0.43
H  -4.082  -4.271  0.889  0.41
H  -4.645  -3.291  -0.471  0.24
H  0.670  5.863  -0.040  0.41
H  8.336  -0.387  0.317  0.32
H  -2.128  -1.207  1.806  0.71
H  -3.468  -1.182  -2.570  0.31
H  0.750  -1.315  -1.774  0.40
H  -3.687  1.745  -1.671  0.30
H  -2.851  0.296  2.469  0.24
H  -3.023  -3.043  0.181  0.10
H  2.488  2.159  -1.180  0.43

Computed properties:
**Net charge**: 0
**Gap between HOMO and LUMO**: 9.1 eV
**Electronic energy**: -1769.94654 Eh
**Relative energy (zero: lowest compared OMol25 entry of this formula, charge and spin)**: 121.63 kJ/mol
**HOMO level**: -8.650 eV


4.
DFT (wB97M-V/def2-TZVPD) results for a single C20H24O4 molecule.

Last column: Mulliken charge in e.
Atoms and positions in Å:
O  2.618  -0.915  -3.525  -0.43
O  0.713  0.963  0.173  -0.27
O  0.275  -2.385  -3.993  -0.59
O  0.714  0.106  2.309  -0.68
C  -0.781  -0.733  -1.013  2.32
C  0.666  -0.368  -0.464  0.60
C  3.947  1.455  -0.856  -0.89
C  -0.331  1.751  4.586  -1.14
C  1.502  -0.844  -2.735  -0.45
C  -0.642  -1.931  -1.925  0.14
C  -1.313  0.524  -1.742  -2.38
C  3.545  -0.123  -2.963  -0.80
C  -0.632  -3.202  -1.316  -1.10
C  -1.845  -0.999  0.114  0.39
C  -3.186  -1.247  -0.375  -1.44
C  3.087  0.394  -1.762  -0.17
C  0.317  -1.699  -3.029  -0.33
C  0.388  1.039  1.532  0.59
C  -1.166  -3.492  0.052  -1.03
C  -0.305  3.523  1.061  -1.37
C  1.739  -0.218  -1.532  0.64
C  -0.071  2.411  2.062  0.76
C  -0.422  2.657  3.417  -0.32
C  -1.360  -2.215  0.956  -1.09
H  -0.439  -4.208  0.477  0.43
H  -0.522  1.082  -2.116  0.69
H  1.066  -1.226  0.194  0.33
H  -3.543  -0.457  -1.155  0.32
H  -0.894  3.653  3.577  0.25
H  -0.489  -2.091  1.533  0.36
H  -0.681  3.027  0.165  0.17
H  -0.847  4.295  1.528  0.46
H  -0.293  -4.016  -1.876  0.64
H  -4.049  -1.123  0.370  0.37
H  -3.231  -2.205  -0.980  0.28
H  -1.889  -0.096  0.775  0.40
H  4.423  0.201  -3.393  0.56
H  -1.710  1.178  -0.973  0.47
H  -2.144  -2.541  1.677  0.51
H  4.216  0.974  0.126  0.25
H  -1.210  1.979  5.179  0.35
H  -2.101  -4.006  -0.015  0.45
H  -0.314  0.703  4.298  0.32
H  4.901  1.874  -1.280  0.34
H  0.609  4.085  0.815  0.27
H  3.174  2.200  -0.661  0.19
H  0.494  2.005  5.312  0.26
H  -1.986  0.261  -2.609  0.35

Computed properties:
**Net charge**: 0
**Gap between HOMO and LUMO**: 9.0 eV
**Electronic energy**: -1077.32593 Eh
**Relative energy (zero: lowest compared OMol25 entry of this formula, charge and spin)**: 386.41 kJ/mol
**HOMO level**: -8.772 eV